An isolated molecule of C9H11Cl3Si in a non-equilibrium geometry. Source: the OMol25 dataset; level of theory: ωB97M-V with the def2-TZVPD basis set.

Cartesian coordinates (Å):
Cl  -1.2835  0.7312  -2.8102
H  -0.8157  -1.7298  -2.3301
H  2.2371  4.0196  1.6468
H  2.8318  1.8473  2.1711
H  -1.7084  -2.0765  1.2556
Cl  -2.5575  -0.0722  0.2263
C  -1.0491  -2.8584  0.8940
C  0.8369  3.5061  -0.0392
C  1.3262  0.9376  0.9025
C  0.4253  1.1738  -0.1460
C  1.9915  1.9400  1.5067
Cl  0.6657  -2.6237  1.4782
H  -1.3666  -3.8080  1.3680
H  -0.8004  -3.9203  -0.8841
H  0.5731  -2.0574  -1.3967
H  1.4534  -0.0767  1.1601
C  -0.4660  -1.8280  -1.3246
C  1.6562  3.2300  1.0995
C  -1.1805  -2.9328  -0.5813
C  0.2473  2.4444  -0.6986
H  -2.2333  -2.8553  -0.8875
H  -0.4544  2.5265  -1.4836
Si  -0.7948  -0.0316  -0.9199
H  0.4657  4.5143  -0.2069

Values from the calculation:
Strongest force on any atom: 2.22 eV Å⁻¹
Structure (SMILES): ClCCC[Si](Cl)(Cl)c1ccccc1
E_HOMO: -9.45 eV
HOMO-LUMO gap: 0.3699 Eh
Net charge: 0
ΔE to the lowest compared entry with this formula, charge and spin: 43.2 kcal per mole

***

The ion C9H11ClF2IN2 with charge +1 in a non-equilibrium geometry. Source: the OMol25 dataset; level of theory: ωB97M-V with the def2-TZVPD basis set.

Cartesian coordinates (Å):
I  4.1431  2.9917  1.3982
C  -0.5618  -1.6097  -1.1287
C  1.4739  -0.7450  -2.0960
C  3.6780  2.6007  -0.6989
H  -2.0108  1.0449  1.8337
C  2.5675  1.1135  -0.9891
F  3.0160  3.5967  -1.1486
C  2.4365  0.4149  -2.1406
H  1.6435  1.6622  0.7646
H  -0.6194  -0.9651  1.3827
N  0.5400  -0.7932  -0.9152
H  -0.7613  2.1819  1.0796
H  3.0478  0.4898  -3.0392
H  -1.3479  -1.0156  -1.4201
C  -0.9873  1.2826  1.6418
H  -0.3405  -2.4914  -1.8461
H  -0.1487  0.2324  3.3358
Cl  2.3051  -2.3832  -1.9365
C  0.0524  0.7898  2.5454
F  4.7427  2.3556  -1.4754
H  1.0594  1.1241  2.5057
C  -0.2558  0.0373  1.2554
H  -0.7065  -1.9566  -0.0892
N  1.7201  0.9353  0.0836
C  0.6885  0.0499  0.1029
H  0.8981  -0.8382  -3.0211

Values from the calculation:
Strongest force on any atom: 5.17 eV Å⁻¹
Structure (SMILES): CN1C(C2CC2)=[NH+]C(C(F)(F)I)=C[C@H]1Cl
E_HOMO: -13.26 eV
HOMO-LUMO gap: 0.3520 Eh
Net charge: +1

***

An isolated molecule of C9H11F2NO2S in a non-equilibrium geometry. Source: the OMol25 dataset; level of theory: ωB97M-V with the def2-TZVPD basis set.

Cartesian coordinates (Å):
H  -0.5423  -1.7236  2.0333
O  -1.8242  -0.1214  -2.2372
N  0.1796  -0.8897  -3.4123
F  0.0462  -2.8556  -1.1522
C  0.3192  -0.5021  -0.6999
C  -0.0191  2.5259  2.1972
C  -1.1864  1.8842  1.8153
H  2.2505  1.1165  0.2058
H  0.8971  -1.9196  1.2288
H  1.1020  -0.6777  -3.9092
H  -1.8562  0.3030  0.3522
C  -1.0952  0.9090  0.8157
C  -0.4526  -1.8876  -0.2751
H  -0.0709  3.2391  3.0205
H  -1.4836  -1.7420  -0.5967
C  -0.1215  -2.3180  1.1402
S  -0.3941  0.1164  -2.2482
H  2.0851  2.8839  1.9751
H  -2.1320  2.1775  2.2622
C  1.2428  1.3000  0.6600
C  1.2924  2.1984  1.6923
H  -0.2467  -3.4269  1.1983
O  0.0559  1.4799  -2.4365
F  1.6783  -0.8147  -1.0023
C  0.1376  0.5013  0.3585
H  0.1380  -1.7561  -2.9856

Values from the calculation:
Strongest force on any atom: 4.13 eV Å⁻¹
Structure (SMILES): C[C@H](F)[C@](F)(c1ccccc1)S(N)(=O)=O
E_HOMO: -9.60 eV
HOMO-LUMO gap: 0.3743 Eh
Net charge: 0
ΔE to the lowest compared entry with this formula, charge and spin: 0.0 kcal per mole

***

A structure of composition C9H11FInO in a non-equilibrium geometry. Source: the OMol25 dataset; level of theory: ωB97M-V with the def2-TZVPD basis set.

Cartesian coordinates (Å):
In  -1.6633  -0.7542  0.3851
H  -1.7979  2.0529  -1.5167
H  1.5756  -3.4023  -1.4481
C  -0.4302  -4.6449  0.6082
H  -0.6307  -5.4722  -0.0725
C  -0.0306  4.6680  -0.4113
H  2.0461  -2.4571  0.0532
C  -1.1494  2.6148  -0.8609
C  -0.3545  1.9556  0.0602
H  2.0044  -4.2720  0.0055
C  1.5649  -3.3438  -0.3597
C  0.5454  2.6923  0.8513
F  -0.4614  0.5999  0.2990
H  -1.3499  -4.4465  1.1586
H  -1.5327  4.3853  -1.8990
C  0.6688  4.0650  0.6258
C  0.0676  -3.3858  0.0438
O  -0.7077  -2.4272  -0.0951
H  1.2402  4.6899  1.2962
H  1.0189  2.2708  1.7256
H  -0.0249  5.7317  -0.5982
C  -0.9225  3.9066  -1.1474
H  0.3239  -5.0268  1.2964

Values from the calculation:
Strongest force on any atom: 7.78 eV Å⁻¹
E_HOMO: -20.99 eV
HOMO-LUMO gap: 0.1371 Eh
Net charge: +3

***

An isolated molecule of C9H11FN2O in a non-equilibrium geometry. Source: the OMol25 dataset; level of theory: ωB97M-V with the def2-TZVPD basis set.

Cartesian coordinates (Å):
H  -2.2682  1.3582  -1.9597
H  1.9276  -2.0931  -1.2009
C  1.2133  -0.6652  -0.0512
C  -2.5412  1.1961  -0.8516
H  -0.5558  0.8912  -0.2800
H  0.4912  1.3776  0.5079
C  -0.7840  -1.1162  1.0394
F  5.1955  0.6578  -0.2497
H  -3.2402  1.9671  -0.5566
H  -0.2443  -0.9816  1.9422
H  -1.2864  -2.1239  1.2719
C  -2.8312  -0.3389  -0.6796
H  -2.4985  -0.0378  1.6095
H  -3.9685  -0.4106  -0.4919
H  3.0308  2.0057  0.8984
O  -0.0187  -1.1425  -0.2296
N  3.5889  -0.9325  -0.5830
C  1.4855  0.6100  0.4262
C  3.8613  0.2300  0.0193
C  2.8649  1.0234  0.5548
N  -1.3986  1.1389  0.0842
C  -1.8963  -0.1498  0.6922
H  -2.3663  -1.1510  -1.4037
C  2.2393  -1.3130  -0.5084

Values from the calculation:
Strongest force on any atom: 6.89 eV Å⁻¹
Structure (SMILES): Fc1ccc(OC[C@@H]2CCN2)cn1
E_HOMO: -9.23 eV
HOMO-LUMO gap: 0.3524 Eh
Net charge: 0
ΔE to the lowest compared entry with this formula, charge and spin: 104.6 kcal per mole

***

A structure of composition C9H11N2S2 in a non-equilibrium geometry. Source: the OMol25 dataset; level of theory: ωB97M-V with the def2-TZVPD basis set.

Cartesian coordinates (Å):
C  0.5238  1.2119  -2.9844
H  0.7279  1.5088  -4.0779
H  2.3142  1.8234  -2.1427
C  -0.6027  0.4999  -2.8285
H  0.8598  -2.4484  0.3758
N  -1.7485  -1.2325  0.7486
C  1.1919  -0.1771  2.8922
C  0.7286  -0.9881  1.7546
C  -0.7126  -0.0465  0.8365
C  0.9057  1.0539  -0.6294
S  0.5936  1.5806  2.5475
H  1.5899  1.1074  0.1692
C  1.3617  1.4211  -1.9265
C  -1.0499  0.2136  -1.5912
H  0.7695  -0.7169  3.8197
H  -1.8334  -1.5994  1.6677
C  -0.3164  0.4394  -0.4601
H  -1.4106  -1.8721  0.0175
H  -2.0977  -0.1250  -1.4268
S  -1.3205  1.1295  2.1087
N  1.1775  -2.0073  1.2672
H  -2.7250  -1.0084  0.4237
H  2.2583  -0.1027  3.1535
H  -1.1853  0.3347  -3.7147

Values from the calculation:
Strongest force on any atom: 3.70 eV Å⁻¹
E_HOMO: -12.48 eV
HOMO-LUMO gap: 0.3279 Eh
Net charge: +1
ΔE to the lowest compared entry with this formula, charge and spin: 40.9 kcal per mole

***

A structure of composition C9H11N3 in a non-equilibrium geometry. Source: the OMol25 dataset; level of theory: ωB97M-V with the def2-TZVPD basis set.

Cartesian coordinates (Å):
H  3.6267  1.6538  -1.0207
H  -2.2014  -1.0644  2.4578
H  -3.7151  1.6012  -1.5753
N  -2.7698  1.7387  -1.5012
H  -2.5020  2.2582  -2.3206
H  1.2144  0.1886  2.1803
C  2.5217  0.9802  0.6316
C  2.0083  0.4164  -1.5989
H  0.3754  -1.0131  -1.8309
C  2.8228  0.9845  -0.6751
C  0.8634  -0.3087  -1.1574
H  -0.3374  -1.4028  2.7808
C  0.4808  -0.2306  0.1774
C  -1.1800  -1.3120  2.0432
H  2.3743  0.4590  -2.6455
C  -1.0398  -2.1774  0.8644
H  3.0005  1.7831  1.2197
H  -0.2382  -2.8356  0.7700
H  -1.8424  -2.5966  0.3717
N  -1.8554  0.9964  -0.9328
C  1.3811  0.4134  1.1006
C  -0.7764  -0.7821  0.6530
N  -2.2115  0.2498  0.0079

Values from the calculation:
Strongest force on any atom: 3.88 eV Å⁻¹
E_HOMO: -8.38 eV
HOMO-LUMO gap: 0.3430 Eh
Net charge: 0
ΔE to the lowest compared entry with this formula, charge and spin: 125.6 kcal per mole

***

An isolated molecule of C9H11N3O3P2 in a non-equilibrium geometry. Source: the OMol25 dataset; level of theory: ωB97M-V with the def2-TZVPD basis set.

Cartesian coordinates (Å):
H  -2.8763  -2.8800  -0.1435
H  3.9367  2.4568  -2.2287
H  -3.5789  -1.1255  1.2123
N  -1.1742  -0.5780  0.4204
C  0.1529  -0.1819  0.3281
O  2.2629  1.5179  -3.6828
H  -0.6689  -2.5004  3.2514
H  -2.4076  -3.8252  1.0795
H  -3.1781  -2.0724  2.7269
O  -2.2911  1.5371  -1.1708
H  -2.9969  1.7708  -1.7986
C  0.4944  0.7436  -0.8217
P  -0.8280  1.3611  -2.0232
C  -0.3586  -1.8042  2.4234
H  0.0070  3.3256  -1.6668
H  4.0468  0.9737  -0.1393
C  1.9065  1.1412  -0.9766
N  -3.1208  -3.1299  0.8253
O  -0.4583  2.9767  -2.4551
C  2.5716  -0.1702  1.0753
P  2.5290  2.2233  -2.3745
C  1.1603  -0.6472  1.2876
C  2.9821  0.6739  -0.0137
H  1.8839  3.4890  -2.4345
H  3.3724  -0.5015  1.7900
N  0.9535  -1.4689  2.3895
C  -2.8963  -1.9048  1.6572
C  -1.4260  -1.4008  1.4628

Values from the calculation:
Strongest force on any atom: 4.12 eV Å⁻¹
Structure (SMILES): NCc1cnc2ccc([PH2]=O)c(P(O)O)c2n1
E_HOMO: -8.53 eV
HOMO-LUMO gap: 0.2688 Eh
Net charge: 0

***

The ion C9H11N4 with charge +1 in a non-equilibrium geometry. Source: the OMol25 dataset; level of theory: ωB97M-V with the def2-TZVPD basis set.

Cartesian coordinates (Å):
H  -4.5023  -0.9530  0.2133
C  1.6842  -0.3598  0.1778
H  -3.1020  -1.5679  1.2712
H  -2.2428  -2.4284  -0.7906
N  2.7409  1.7822  0.0220
C  3.9480  1.2263  0.1515
H  -3.4006  1.1416  0.0054
N  -0.7461  1.3174  -0.2386
H  -2.9985  -1.3380  -1.6872
N  -2.6044  -1.5042  -0.8281
H  -2.9292  0.8627  1.5940
H  4.7681  1.9147  -0.0620
C  0.4158  1.7589  -0.2323
C  1.6084  1.0238  0.1131
C  4.0919  -0.1465  0.3408
N  -1.4653  -0.6733  -0.9956
C  2.9786  -0.9564  0.3038
C  -2.8844  0.4155  0.5943
H  3.0313  -2.0417  0.3268
C  -3.4418  -0.9598  0.3621
C  -1.5611  0.3075  -0.1849
H  5.1610  -0.4867  0.2500
H  0.8537  -0.9957  0.0706
H  0.5966  2.6610  -0.7775

Values from the calculation:
Strongest force on any atom: 3.44 eV Å⁻¹
Structure (SMILES): C(=N/C1=N[NH2+]CC1)/c1ccccn1
E_HOMO: -12.86 eV
HOMO-LUMO gap: 0.3396 Eh
Net charge: +1
ΔE to the lowest compared entry with this formula, charge and spin: 64.5 kcal per mole

***

A cluster of 2 separate species, C9H11NO2 in total in a non-equilibrium geometry. Source: the OMol25 dataset; level of theory: ωB97M-V with the def2-TZVPD basis set.

Cartesian coordinates (Å):
H  -1.5283  -3.3447  -0.9271
O  1.2810  3.0532  -0.7476
C  -0.9486  0.7777  0.8779
H  1.2815  2.9445  -2.1000
H  -1.3464  -1.6295  1.9164
H  -2.4475  -1.2381  0.2864
H  -1.4040  -3.9244  0.4972
N  0.4979  -3.2261  -0.0009
C  0.7712  1.7672  -0.3443
H  1.8580  0.3276  -1.5452
H  0.8431  -2.8092  1.0424
H  -1.7463  1.0486  1.7443
C  -0.3540  1.8911  0.5015
C  -0.9737  -3.0376  -0.0335
H  2.1416  -1.5043  -0.3668
H  1.0746  -2.4866  -1.9230
C  0.2851  -0.6732  -0.6448
C  -0.6534  -0.5792  0.2527
O  -0.6720  3.2769  1.0798
C  -1.4649  -1.6988  0.6482
C  1.1015  -2.1260  -0.7315
C  1.0325  0.4964  -0.8535
H  0.1423  3.6515  0.6872

Values from the calculation:
Strongest force on any atom: 6.46 eV Å⁻¹
E_HOMO: -8.68 eV
HOMO-LUMO gap: 0.2996 Eh
Net charge: 0
ΔE to the lowest compared entry with this formula, charge and spin: 180.2 kcal per mole

***

An isolated molecule of C9H11NO3 in a non-equilibrium geometry. Source: the OMol25 dataset; level of theory: ωB97M-V with the def2-TZVPD basis set.

Cartesian coordinates (Å):
C  -0.7912  -1.0574  0.6562
C  0.9516  0.6340  1.2624
N  1.9729  1.3816  -0.8074
H  3.0833  0.6218  0.7754
C  -2.9169  -0.4275  -0.2807
C  2.1263  0.4364  0.2462
H  -2.3660  -2.5233  0.1479
H  -0.9382  2.2495  -0.1152
C  -2.0726  -1.4479  0.2123
H  2.8261  -1.8815  -1.8358
H  2.0355  2.2619  -0.3217
C  2.3362  -0.9784  -0.2271
H  1.1264  -0.1044  2.0674
H  0.9813  1.5712  1.7719
H  -3.1994  1.6439  -0.8523
O  -4.0844  -0.9515  -0.6633
H  -0.1864  -1.8738  1.1065
O  2.8704  -0.9249  -1.4726
C  -0.3765  0.2725  0.5905
H  -4.6963  -0.3297  -1.0433
C  -2.5822  0.9038  -0.3645
C  -1.2594  1.2206  -0.0153
O  2.3210  -2.0017  0.4666
H  2.8384  1.3051  -1.3042

Values from the calculation:
Strongest force on any atom: 3.09 eV Å⁻¹
Structure (SMILES): N[C@@H](Cc1ccc(O)cc1)C(=O)O
E_HOMO: -8.17 eV
HOMO-LUMO gap: 0.3245 Eh
Net charge: 0
ΔE to the lowest compared entry with this formula, charge and spin: 25.5 kcal per mole

***

A cluster of 2 separate species, C9H11O2 in total in a non-equilibrium geometry. Source: the OMol25 dataset; level of theory: ωB97M-V with the def2-TZVPD basis set.

Cartesian coordinates (Å):
H  2.8538  -0.7016  1.5465
H  -1.9815  -3.0502  -0.8244
H  -1.4527  3.3080  -1.3718
C  1.5343  -2.4252  1.1958
C  0.1560  -2.7011  0.6840
H  2.0699  -3.2677  1.5356
C  -0.5963  -1.7740  0.0589
C  1.0052  -0.1518  0.5750
H  0.0299  3.9724  -2.2339
H  -0.4169  2.0363  -1.6753
C  1.8585  -1.0653  1.2176
C  -1.9952  -2.0952  -0.3017
O  0.5494  2.7566  0.7825
H  -2.6048  -2.2322  0.5797
H  1.2559  0.9025  0.6321
O  1.1196  4.6134  -0.3485
H  -0.6224  0.3693  -0.4993
C  -0.4232  3.1892  -1.4585
H  -0.3996  -3.5030  1.0788
H  -2.3560  -1.2292  -0.9636
C  -0.0796  -0.5247  -0.0833
C  0.4958  3.5736  -0.1263

Values from the calculation:
Strongest force on any atom: 4.46 eV Å⁻¹
E_HOMO (alpha / beta): -8.81 / -8.81 eV
<S²>: 0.757
HOMO-LUMO gap (alpha / beta): 0.3481 / 0.1839 Eh
Net charge: 0
Multiplicity: 2
ΔE to the lowest compared entry with this formula, charge and spin: 49.0 kcal per mole

***

Number 1: DFT total energy -54959.22064 eV. Number 2: DFT total energy -38540.18873 eV. Number 3: DFT total energy -31365.00918 eV. Number 4: DFT total energy -19411.55556 eV. Number 5: DFT total energy -17251.88760 eV. Number 6: DFT total energy -34153.01741 eV. Number 7: DFT total energy -13976.85376 eV. Number 8: DFT total energy -38700.28205 eV. Number 9: DFT total energy -15462.71095 eV. Number 10: DFT total energy -15089.37068 eV. Number 11: DFT total energy -17143.65336 eV. Number 12: DFT total energy -13602.39844 eV.